Version a
{
  "formula": "C4H7N3OS",
  "method": "ωB97M-V with the def2-TZVPD basis set",
  "homo_energy_ev": -7.666,
  "species": ["C", "C", "C", "C", "N", "N", "N", "O", "S", "H", "H", "H", "H", "H", "H", "H"],
  "positions_angstrom": [[1.115, -1.781, -0.009], [2.044, -0.725, 0.059], [-0.104, -1.225, -0.002], [1.392, 0.424, 0.143], [1.797, 1.782, 0.220], [0.069, 0.183, 0.086], [-2.610, 1.044, 0.219], [-4.157, -0.879, -0.384], [-3.519, -0.062, 0.663], [1.297, -2.795, -0.219], [3.046, -0.873, -0.002], [-1.163, -1.505, 0.020], [2.622, 1.874, -0.335], [-0.638, 0.917, 0.450], [1.084, 2.447, -0.165], [-2.276, 1.173, -0.743]]
}

Version b
{
  "formula": "C4H7N3OS",
  "method": "ωB97M-V with the def2-TZVPD basis set",
  "homo_energy_ev": -7.927,
  "species": ["C", "C", "C", "C", "N", "N", "N", "O", "S", "H", "H", "H", "H", "H", "H", "H"],
  "positions_angstrom": [[-0.077, 0.239, -0.334], [-0.816, 0.138, -2.551], [-0.950, 0.758, 1.885], [1.257, -0.359, 1.497], [-0.876, 0.545, -1.213], [0.242, -0.750, -2.729], [0.143, 0.342, 0.902], [-1.568, 0.480, -3.422], [1.399, -1.179, -1.561], [-0.682, 1.414, 2.679], [-1.579, 1.218, 1.141], [-1.430, -0.114, 2.180], [1.321, -1.346, 1.267], [2.118, 0.081, 1.142], [1.304, -0.111, 2.604], [0.193, -1.354, -3.485]]
}

Among the structures shown above, version a is the most stable, with the second-best lying 9.2 kcal/mol higher.